(1)
Below is a molecular structure, C15H27N3O8PtS, with properties calculated with ωB97M-V/def2-TZVPD.

```
55
C15H27N3O8PtS | the OMol25 dataset | ωB97M-V/def2-TZVPD
Pt -0.064 -0.154 -0.049
S 4.186 -6.091 -0.772
O -3.059 -0.311 -0.075
O -1.862 -4.848 -2.922
O 4.555 -4.976 0.078
O -0.180 -6.119 -2.411
O -0.047 1.876 0.457
O 3.899 -7.367 -0.184
O -0.048 0.121 2.834
O 1.915 0.345 -0.586
N 0.789 -4.150 -0.696
N -0.824 -5.094 -2.361
N 0.020 -2.108 -0.532
C -1.943 -0.252 -0.013
C 0.960 -2.963 -0.099
C 0.967 2.507 -0.382
C 1.687 -5.297 -0.448
C 0.037 2.327 1.864
C 2.680 -5.532 -1.585
C -0.779 -2.773 -1.433
C 1.960 -2.690 0.968
C -0.297 -4.031 -1.531
C 5.386 -6.264 -2.075
C 3.022 -0.435 -1.101
C 2.243 1.716 -0.238
C -0.697 1.376 2.772
C 0.954 0.049 3.852
C 6.496 -7.214 -1.639
H 3.374 0.036 -2.016
H 2.641 -1.427 -1.322
H 1.745 -3.308 1.842
H 4.849 -6.640 -2.948
H 2.977 -2.924 0.646
H -1.718 1.216 2.418
H 1.902 -1.647 1.278
H 2.317 -6.268 -2.297
H 0.586 2.458 -1.400
H 1.283 -0.986 3.904
H 3.816 -0.484 -0.357
H -0.764 1.833 3.763
H 3.001 2.087 -0.929
H 2.648 1.730 0.775
H 1.098 -6.184 -0.240
H 6.100 -8.207 -1.442
H 0.538 0.334 4.820
H 1.081 3.549 -0.089
H 5.756 -5.258 -2.271
H -1.625 -2.345 -1.942
H 6.996 -6.850 -0.743
H 1.810 0.691 3.626
H 1.088 2.398 2.145
H 2.230 -5.028 0.453
H -0.408 3.322 1.871
H 7.233 -7.282 -2.437
H 2.951 -4.607 -2.097
```

The calculation puts the LUMO energy at -7.3 eV. For the HOMO energy, the calculation gives -15.40 eV. The HOMO-LUMO gap is 8.10 eV. The total charge is +2.


(2)
Below is C7H9N in the gas phase in a non-equilibrium geometry, with properties calculated with ωB97M-V/def2-TZVPD.

```
17
C7H9N | the OMol25 dataset | ωB97M-V/def2-TZVPD
N -0.628 -0.271 -1.108
C -0.760 -0.237 1.001
C 0.228 1.029 0.696
C 1.441 0.603 -0.111
C 0.011 -1.171 0.055
C 0.119 1.084 -0.739
C 1.513 -0.986 -0.129
C -1.740 -0.089 -0.192
H -2.578 -0.815 -0.413
H 2.172 -1.271 0.725
H -0.928 -0.320 2.020
H 1.807 -1.400 -1.058
H -0.444 -2.194 -0.088
H -0.005 2.057 1.284
H -0.258 1.832 -1.609
H -2.254 0.905 -0.188
H 2.305 1.245 -0.147
```

As for the SMILES: C1[C@@H]2[C@@H]3[C@H]4CN([C@H]23)[C@@H]14. The calculation puts the LUMO energy at 1.1 eV. For the HOMO energy, the calculation gives -9.09 eV. The HOMO-LUMO gap is 10.20 eV.


(3)
Below is a molecular structure, C6H6HgN2S3 in a non-equilibrium geometry, with properties calculated with ωB97M-V/def2-TZVPD.

```
18
C6H6HgN2S3 | the OMol25 dataset | ωB97M-V/def2-TZVPD
Hg 7.023 6.891 7.060
S 8.910 6.429 4.476
S 8.503 4.267 2.568
S 6.485 4.930 4.716
N 4.346 12.127 3.717
N 5.828 8.505 5.072
C 4.015 10.060 4.982
C 6.587 9.304 4.325
C 7.939 5.154 3.888
C 4.568 8.843 5.354
C 6.141 10.558 3.892
C 4.830 10.952 4.221
H 3.985 8.099 5.906
H 7.569 8.895 4.125
H 2.984 10.308 5.242
H 3.509 12.492 4.197
H 6.770 11.250 3.336
H 5.027 12.856 3.622
```

The calculation puts the LUMO energy (spin up / spin down) at 2.7 / 1.7 eV. For the HOMO energy (spin up / spin down), the calculation gives -3.79 / -3.39 eV. The HOMO-LUMO gap (spin up / spin down) is 6.50 / 5.14 eV. Its expectation value of S² is 0.758. The total charge is -1. As for the spin multiplicity: 2.


no.,DFT total energy (eV)
1,-50905.6202
2,-8891.0169
3,-45981.1745